The following is a quantum chemistry calculation of a molecular structure, C54H60ClDyGe2O3S6 in a non-equilibrium geometry, from the OMol25 dataset.

The geometry in XYZ format:
```
127
Properties=species:S:1:pos:R:3:forces:R:3
Dy 1.31843 -1.52826 2.93807 -0.131 0.336 -0.318
S -1.02588 -2.28449 4.68991 0.292 -0.248 -0.612
C -0.22648 -2.47189 6.23729 1.272 -0.687 -1.660
C -1.02357 -2.40935 7.34402 -1.696 0.733 -0.188
C -0.50939 -2.62383 8.58335 -1.446 0.725 2.902
C 0.78159 -3.02898 8.78886 0.224 -0.563 0.126
C 1.56874 -3.19943 7.66608 0.958 0.253 -0.379
C 1.14643 -2.82743 6.35830 0.217 -0.692 0.968
S 2.31352 -3.02738 4.99339 -0.696 0.322 0.766
H -2.08712 -2.14735 7.11340 0.985 -0.216 0.731
H -1.09414 -2.39918 9.51708 0.154 -0.421 -1.095
H 1.10250 -3.29391 9.81491 0.071 0.259 -0.825
H 2.56966 -3.59122 7.87157 -0.107 0.198 -0.626
C -6.45727 1.88977 1.82691 -1.338 -1.081 0.723
C -5.64217 1.17658 0.78037 -0.791 1.042 1.578
C -5.13130 1.80808 -0.30238 0.145 0.779 -1.326
C -4.40986 1.10902 -1.24261 0.731 0.846 -1.946
C -3.88009 1.87501 -2.45935 0.688 0.353 1.367
C -4.19871 -0.24555 -1.16923 0.340 -1.170 0.751
C -4.72449 -0.89316 -0.04090 -0.097 -0.490 0.819
C -4.48701 -2.36865 0.23779 -1.128 -0.093 -1.172
C -5.42802 -0.15401 0.92351 1.196 -1.239 -1.796
C -3.42211 -1.07561 -2.17922 -0.123 0.702 2.049
C -4.06865 -1.40003 -3.33371 -2.679 1.315 0.008
C -3.59068 -2.23533 -4.26709 0.749 -1.439 -0.618
C -2.43068 -2.88781 -3.87841 1.793 -0.924 -1.474
C -1.66049 -2.61510 -2.75410 -0.482 0.888 1.022
C -2.20495 -1.63614 -1.83493 1.902 -0.391 -0.861
Ge -1.00735 -0.80207 -0.41559 -0.365 0.043 0.120
S -1.16514 -1.72609 1.57727 0.061 0.473 -1.023
S -1.35616 1.45703 -0.33345 0.314 -0.365 0.173
Ge 0.94282 1.45630 -0.18979 -0.800 -0.433 0.776
S 1.64139 1.41024 1.86663 -0.138 -0.336 -0.763
S 1.03801 -0.49768 -1.34472 -0.018 -0.108 0.384
C 1.68380 2.94736 -1.21312 0.568 1.520 -0.669
C 1.26570 4.30757 -1.03190 0.493 -2.195 -0.211
C 1.79575 5.32039 -1.79214 0.006 0.589 0.187
C 2.83375 5.12059 -2.68340 0.396 -0.415 0.430
C 3.31676 3.81604 -2.76682 0.240 0.953 -0.693
C 2.76128 2.76008 -2.10923 -1.154 -1.904 1.439
C 3.42665 1.38885 -2.25057 0.391 1.102 -0.586
C 4.44439 1.04460 -1.36493 0.152 0.477 -0.224
C 4.76117 1.94633 -0.20070 1.303 -2.257 1.007
C 5.24480 -0.04180 -1.67415 1.012 -1.132 0.293
C 5.06856 -0.86521 -2.78305 -0.329 1.399 0.369
C 5.88798 -2.07207 -3.08310 1.204 0.495 -1.788
C 4.10984 -0.43844 -3.67700 -0.863 -0.211 -0.365
C 3.29796 0.67025 -3.43657 -0.909 0.086 -0.468
C 2.26618 1.13658 -4.47269 0.792 -0.271 0.465
C 0.20860 4.59896 -0.06625 -1.264 0.544 0.847
C 0.43046 4.73105 1.32481 0.118 -0.717 -0.550
C 1.83564 4.74529 1.84536 0.639 1.237 0.554
C -0.65602 4.75360 2.19027 0.091 -0.459 0.785
C -1.98689 4.74580 1.74357 1.531 -0.378 0.488
C -3.07114 4.78464 2.76313 -0.586 2.749 0.793
C -2.14623 4.70788 0.38202 -0.002 0.187 -0.481
C -1.10704 4.67194 -0.54039 0.923 0.386 0.603
C -1.43885 4.68398 -2.02207 0.251 0.291 2.243
C -0.36475 -3.37526 -2.44970 -0.893 -0.401 0.185
C 0.83758 -3.19559 -3.19002 -0.789 1.074 -0.347
C 0.90623 -2.23500 -4.41843 -0.406 -1.204 0.423
C 1.93363 -3.84065 -2.71161 3.225 -0.372 -0.467
C 1.97168 -4.70902 -1.57250 -0.772 1.742 -3.036
C 3.20152 -5.34626 -1.18196 2.328 -2.598 1.075
C 0.77275 -4.99097 -1.00266 -0.910 -0.246 0.367
C -0.40257 -4.34200 -1.40922 -0.221 0.773 -0.640
C -1.69881 -4.64784 -0.69334 0.217 -0.686 -0.384
H -7.42691 1.27643 1.95242 1.124 1.289 -0.187
H -6.65291 2.92597 1.57263 -0.301 0.067 -0.199
H -6.02359 1.90703 2.84296 0.223 -0.186 -0.517
H -5.33175 2.84320 -0.57422 0.016 0.059 0.596
H -3.64977 2.91475 -2.12773 -0.362 -0.612 -0.400
H -4.67270 1.88326 -3.20513 0.366 0.007 -0.500
H -2.88905 1.45776 -2.75090 -0.986 0.150 -0.321
H -3.56822 -2.52182 0.77557 0.454 -0.243 0.060
H -4.56864 -2.96167 -0.67840 0.923 0.245 -0.309
H -5.30591 -2.87107 0.73621 -0.338 0.514 1.018
H -5.79690 -0.68091 1.74348 -0.596 -0.708 1.386
H -5.08189 -1.01213 -3.40237 0.054 0.272 -0.382
H -4.09976 -2.46986 -5.21891 0.302 0.144 0.733
H -1.98519 -3.60078 -4.57788 -0.173 -0.037 0.123
H 1.34707 6.26699 -1.54724 0.248 0.668 -0.380
H 3.35506 5.94650 -3.17201 -0.335 -0.261 -0.019
H 4.17029 3.56347 -3.34668 0.724 0.163 -0.670
H 4.79141 1.26022 0.71014 0.363 0.981 -0.925
H 3.95866 2.59650 0.00938 -0.576 1.056 0.115
H 5.74406 2.45333 -0.37183 -0.844 -0.228 0.357
H 6.12201 -0.31113 -1.08188 -0.365 0.316 0.456
H 6.96948 -1.95483 -2.73837 -1.349 -0.193 -0.595
H 5.81433 -2.20792 -4.24316 0.539 -0.097 2.077
H 5.47092 -2.93830 -2.60824 -0.176 -0.590 0.259
H 3.97393 -1.05049 -4.56618 -0.193 0.273 -0.150
H 2.30914 0.42136 -5.29500 -0.382 0.231 -0.153
H 2.53982 2.13456 -4.80556 0.167 0.069 -0.369
H 1.25392 1.27078 -4.07506 0.148 -0.496 0.115
H 2.16588 5.80099 2.08389 -0.281 -0.839 -0.528
H 2.54671 4.28420 1.17097 0.052 0.159 -0.324
H 1.99138 4.20972 2.76809 -0.451 -0.322 0.384
H -0.44510 4.56718 3.26858 -0.188 0.593 -0.775
H -2.76786 4.40395 3.73398 0.038 -0.732 -0.153
H -4.05104 4.41975 2.44916 0.235 -0.180 -0.001
H -3.21617 5.90816 3.07249 -0.043 -1.669 -0.804
H -3.10383 4.60791 -0.05436 -1.281 0.148 -0.144
H -2.47660 4.97333 -1.94814 -0.210 0.742 -1.270
H -1.44216 3.66192 -2.25046 0.183 -1.616 -1.108
H -0.68498 5.23511 -2.59230 -0.763 0.089 -0.136
H 1.86101 -2.13500 -4.94389 0.291 -0.025 0.869
H 0.49719 -1.26694 -4.16089 0.079 0.268 0.105
H 0.29196 -2.64373 -5.21251 -0.593 -0.116 -0.100
H 2.93589 -3.65632 -3.28477 -1.772 -0.351 1.184
H 4.10639 -4.73489 -1.11824 -0.468 0.515 0.175
H 3.59366 -6.20674 -1.83337 -1.060 0.950 0.486
H 3.01992 -5.79275 -0.17827 0.503 0.229 -0.506
H 0.72732 -5.75965 -0.23311 -0.097 0.237 0.124
H -1.63862 -4.27519 0.30679 -0.082 0.340 0.788
H -1.89831 -5.73371 -0.60980 0.193 0.398 -0.233
H -2.54300 -4.15775 -1.16082 -0.128 -0.109 -0.060
O 0.28956 0.28679 4.48900 0.003 -0.888 0.412
H -0.61347 -0.15215 4.54866 0.952 0.627 -0.381
H 0.38330 0.98640 3.83476 -0.560 0.394 -0.413
O 3.16116 -0.13838 3.82906 1.372 -0.069 -0.696
H 3.24074 -0.74584 4.57190 0.216 -0.361 0.643
H 3.96494 -0.34040 3.25876 -1.513 0.225 0.613
O 0.79070 -3.95388 2.27474 0.225 -0.010 0.414
H 0.10741 -3.79936 1.59756 -0.068 0.104 0.428
H 0.34634 -4.04180 3.14989 -0.053 -0.023 -0.604
Cl 3.51104 -1.94594 1.38175 -0.241 -0.092 0.165
```
Forces are in eV/Å.

charge: -2
energy relative to the best compared isomer or geometry (same formula, charge and spin): 1.5531 eV
HOMO (spin up / spin down): -2.22 / -2.23 eV
LUMO (spin up / spin down): 4.0 / 4.0 eV
DFT total energy: -10208.045447 Eh
multiplicity: 6
⟨S²⟩: 9.075
gap between HOMO and LUMO (spin up / spin down): 0.2271 / 0.2276 hartree


The following is a quantum chemistry calculation of a single C21H26N2O3 molecule, from the OMol25 dataset.

The geometry in XYZ format:
```
52
Properties=species:S:1:pos:R:3:forces:R:3
C 1.29844 1.03910 -5.97488 0.020 -0.037 0.035
N 1.80816 0.19178 -4.92074 -0.022 0.004 0.063
C 0.76152 -0.61428 -4.31980 0.089 -0.225 0.128
C 1.37071 -1.56422 -3.28126 -0.185 0.015 -0.176
N 2.12772 -0.87487 -2.25266 0.025 -0.036 0.157
C 1.31443 -0.24610 -1.23122 -0.179 -0.162 0.334
C 1.10423 -1.23091 -0.07203 0.526 -0.001 -0.440
O 0.18176 -0.70965 0.88487 -0.260 0.066 0.051
C 0.64309 0.18658 1.73937 0.198 0.298 0.190
O 1.78306 0.58373 1.79011 0.029 -0.074 -0.151
C -0.41337 0.68733 2.73309 0.023 -0.087 -0.109
O 0.12643 1.80543 3.39919 0.076 0.027 0.021
C -0.65862 -0.47761 3.68645 -0.009 0.062 0.148
C -1.28294 -1.63480 3.23512 -0.010 -0.056 0.055
C -1.48785 -2.69396 4.09993 -0.033 -0.066 -0.063
C -1.07222 -2.60930 5.41898 0.006 -0.040 0.092
C -0.45274 -1.45757 5.87022 -0.002 -0.096 0.078
C -0.24402 -0.39555 5.00720 0.002 0.135 -0.097
C -1.66826 1.12957 1.99864 -0.043 0.068 0.038
C -2.93081 0.93825 2.54066 0.141 0.007 -0.013
C -4.05254 1.39749 1.87225 -0.128 0.043 -0.005
C -3.92377 2.05787 0.66296 -0.095 -0.003 0.020
C -2.66436 2.27177 0.12950 0.111 0.069 -0.091
C -1.54223 1.81537 0.79670 -0.100 -0.031 0.067
C 3.11268 -0.01494 -2.87912 0.046 0.273 -0.098
C 2.49958 0.95282 -3.89581 0.223 -0.200 0.118
H 0.83577 0.41627 -6.73931 -0.039 0.039 -0.073
H 2.12719 1.58488 -6.42358 -0.015 0.060 -0.069
H 0.55210 1.76686 -5.61603 -0.011 0.010 0.007
H 0.27880 -1.19958 -5.10592 -0.055 0.014 0.039
H -0.01196 0.01968 -3.84463 0.011 -0.009 -0.061
H 0.58373 -2.15737 -2.81292 -0.004 -0.063 -0.028
H 2.06121 -2.24068 -3.79172 -0.108 -0.066 -0.044
H 1.83381 0.63165 -0.84042 -0.072 -0.006 -0.046
H 0.32578 0.07323 -1.59317 0.073 0.068 0.019
H 2.06238 -1.43970 0.41097 -0.138 -0.022 -0.072
H 0.65870 -2.16032 -0.42754 0.039 0.061 0.043
H 1.07795 1.82313 3.20010 -0.101 -0.071 -0.022
H -1.60912 -1.70031 2.20814 -0.056 -0.030 -0.038
H -1.97516 -3.58939 3.74285 -0.042 -0.073 -0.027
H -1.23331 -3.43874 6.09167 -0.016 -0.064 0.056
H -0.12917 -1.38248 6.89787 0.022 0.001 0.086
H 0.22792 0.51014 5.35578 0.026 0.049 0.003
H -3.03676 0.43299 3.48852 -0.025 -0.065 0.062
H -5.03123 1.24140 2.30158 -0.081 -0.009 0.034
H -4.80055 2.41312 0.14181 -0.068 0.020 -0.040
H -2.55521 2.79991 -0.80665 0.010 0.037 -0.074
H -0.55996 2.00050 0.38490 0.105 0.025 -0.073
H 3.65138 0.53543 -2.10625 0.030 -0.021 -0.017
H 3.81971 -0.66455 -3.40233 0.070 0.097 -0.014
H 3.29167 1.53575 -4.37118 -0.020 0.049 0.041
H 1.81627 1.65484 -3.38030 0.016 0.018 -0.042
```
Forces are in eV/Å.

energy relative to the best compared isomer or geometry (same formula, charge and spin): 2.4726 eV
structure (SMILES): CN1CCN(CCOC(=O)C(O)(c2ccccc2)c2ccccc2)CC1
HOMO: -8.38 eV
LUMO: 0.7 eV
DFT total energy: -1151.047905 Eh
gap between HOMO and LUMO: 0.3347 hartree


The following is a quantum chemistry calculation of 2 unconnected molecules or ions with the total composition C7H19N3 in a non-equilibrium geometry, from the OMol25 dataset.

The geometry in XYZ format:
```
29
Properties=species:S:1:pos:R:3:forces:R:3
C -2.80666 0.15575 -0.83869 0.269 0.102 -2.064
C -4.23011 0.15375 -0.85528 -0.820 1.976 1.907
C 3.95414 -0.10556 -0.43561 -1.273 -0.117 0.393
C -0.49146 1.81404 0.79451 -2.014 -0.220 -1.023
C 0.71768 -1.81255 0.15888 -0.991 0.226 4.676
C 2.70807 -0.08887 -1.15329 1.453 -2.193 -2.308
C -0.56749 0.36924 0.13165 0.543 2.394 1.051
N -1.97339 0.01943 0.08382 -1.410 0.143 1.806
N 0.96561 -0.10305 1.85433 -2.129 1.582 -0.247
N 0.13801 -0.59895 0.82909 1.610 -2.017 0.828
H -2.35832 0.37839 -1.74187 0.895 0.340 -2.280
H -4.52773 1.21370 -1.01891 0.273 -0.291 -0.336
H -4.68594 -0.39148 -1.61297 -0.520 -1.115 -1.514
H -4.68863 -0.03207 0.08717 -0.307 -0.656 0.871
H 4.90002 -0.11941 -1.03030 -0.454 0.464 -0.442
H 3.95873 0.68373 0.34454 0.443 -0.585 -0.477
H 4.09184 -1.14853 -0.12225 0.075 -0.103 0.641
H 0.46528 2.36563 0.85742 -0.428 -0.897 -0.100
H -0.92370 1.62319 1.79300 0.308 0.819 -0.265
H -1.22108 2.43900 0.14813 1.121 -0.769 1.269
H 0.50698 -2.67330 0.89936 0.700 1.097 -1.300
H 0.18401 -2.00171 -0.68451 -1.340 -0.629 -2.690
H 1.79416 -1.78190 -0.01009 0.237 0.217 0.022
H 2.26365 -0.88670 -1.85127 1.385 0.713 1.240
H 2.11784 0.75712 -1.26882 -1.124 1.873 0.705
H -0.33185 0.50669 -0.86827 0.841 -0.091 -2.415
H 0.67294 -0.25192 2.79719 -0.757 -0.415 0.432
H -2.47839 -0.03755 0.93271 0.204 -0.614 2.004
H 1.84579 -0.44611 1.78029 3.208 -1.234 -0.382
```
Forces are in eV/Å.

charge: +2
energy relative to the best compared isomer or geometry (same formula, charge and spin): 5.2245 eV
HOMO: -15.90 eV
LUMO: -10.6 eV
DFT total energy: -441.554835 Eh
gap between HOMO and LUMO: 0.1959 hartree